Below is an isolated molecule of C5H12N2 in a non-equilibrium geometry, with properties calculated with wB97M-V/def2-TZVPD.

Structure (XYZ):
```
19
Properties=species:S:1:pos:R:3:nbo_charge:R:1
C -0.9217 -0.8202 0.6353 0.20
C 1.7753 -0.2452 -1.3813 -0.42
C 0.4718 1.5940 1.3548 -0.63
N 0.5025 -0.9049 -1.1896 -0.73
N -2.0078 -1.6242 0.7410 -0.78
C -0.7224 0.0794 -0.4866 -0.15
C -0.5519 1.2463 0.3129 -0.37
H 0.1782 -1.3643 -2.0384 0.34
H -0.1334 -1.0218 1.3480 0.21
H -1.9558 -2.4503 1.3186 0.40
H -2.6539 -1.6710 -0.0341 0.39
H -1.5350 0.1172 -1.2098 0.21
H -1.1000 2.1130 -0.0427 0.20
H 1.9375 0.4693 -0.5645 0.19
H 2.6184 -0.9474 -1.3660 0.18
H 1.8345 0.3343 -2.3112 0.16
H 1.1232 0.7528 1.6054 0.20
H 0.0114 1.9387 2.2902 0.21
H 1.1290 2.4042 1.0179 0.20
```

Computed properties:
E_LUMO	0.9	eV
spin multiplicity	1
largest force on an atom	4.22	eV/A
HOMO level	-0.22824	hartree
energy relative to the best compared isomer or geometry (same formula, charge and spin)	105.2	kcal/mol
frontier orbital gap	7.14	eV



Below is a cluster of 2 separate species, C5H12N2 in total, with properties calculated with wB97M-V/def2-TZVPD.

Structure (XYZ):
```
19
Properties=species:S:1:pos:R:3:nbo_charge:R:1
C -1.9333 0.6862 -1.2846 -0.37
C -0.8486 1.4256 -1.0815 -0.23
C 0.4162 1.1775 -1.7773 -0.23
C 1.4402 2.0235 -1.7501 -0.37
H -1.8980 -0.1426 -1.9787 0.19
H -2.8234 0.8117 -0.6832 0.21
H -0.8794 2.3187 -0.4658 0.20
H 0.4373 0.3193 -2.4411 0.20
H 2.3696 1.7891 -2.2476 0.20
H 1.3624 2.9473 -1.1912 0.19
N -0.3150 -0.4562 2.1108 -0.84
C -0.2540 -1.8569 1.6662 -0.06
N 1.0354 -2.3867 1.2528 -0.84
H 0.3851 -0.2819 2.8265 0.34
H -0.0207 0.1182 1.3218 0.35
H -0.6311 -2.4647 2.4863 0.17
H -0.9408 -1.9227 0.8240 0.18
H 1.3638 -1.8728 0.4407 0.35
H 1.7343 -2.2326 1.9719 0.35
```

Computed properties:
SMILES string	C=CC=C.NCN
E_LUMO	0.9	eV
spin multiplicity	1
largest force on an atom	0.66	eV/A
HOMO level	-0.33074	hartree
energy relative to the best compared isomer or geometry (same formula, charge and spin)	41.4	kcal/mol
frontier orbital gap	9.92	eV



Below is an isolated molecule of C5H12N2 in a non-equilibrium geometry, with properties calculated with wB97M-V/def2-TZVPD.

Structure (XYZ):
```
19
Properties=species:S:1:pos:R:3:nbo_charge:R:1
C -1.7154 -0.0335 -1.0547 -0.57
C -1.4390 -0.5368 0.1456 0.21
N -2.3612 -1.1285 1.0207 -0.84
C 0.0073 -0.2300 0.8176 -0.44
C 1.2088 0.1552 -0.1823 -0.02
C 1.1363 1.6449 -0.6039 -0.65
N 2.4268 -0.3112 0.4566 -0.86
H -2.7257 -0.4241 -1.3881 0.19
H -1.1172 0.6914 -1.6544 0.22
H -3.4092 -1.4974 0.7171 0.39
H -2.0833 -1.7098 1.7751 0.38
H 0.3200 -1.1254 1.4306 0.20
H -0.3325 0.6533 1.3940 0.23
H 1.0392 -0.4230 -1.1899 0.15
H 2.1066 2.0652 -0.5318 0.22
H 1.1554 1.5509 -1.6512 0.21
H 0.1941 2.0540 -0.2828 0.23
H 2.3368 -1.2377 0.8514 0.37
H 3.2522 -0.1576 -0.0696 0.36
```

Computed properties:
SMILES string	C=C(N)C[C@@H](C)N
E_LUMO	1.0	eV
spin multiplicity	1
largest force on an atom	4.31	eV/A
HOMO level	-0.29641	hartree
energy relative to the best compared isomer or geometry (same formula, charge and spin)	59.9	kcal/mol
frontier orbital gap	9.11	eV



Below is an isolated molecule of C5H12N2 in a non-equilibrium geometry, with properties calculated with wB97M-V/def2-TZVPD.

Structure (XYZ):
```
19
Properties=species:S:1:pos:R:3:nbo_charge:R:1
N 2.9754 1.2957 0.5207 -0.82
C 1.7580 0.6927 0.2149 0.01
C 1.0405 0.8112 -0.9048 -0.28
C -0.2485 0.0810 -1.1919 -0.45
C -1.3864 0.4048 -0.1929 -0.41
C -1.5501 -0.7346 0.8882 -0.21
N -1.7797 -2.1411 0.4691 -0.82
H 3.7324 1.1774 -0.1286 0.38
H 3.3031 1.0136 1.4296 0.37
H 1.3193 -0.0015 0.9322 0.16
H 1.2017 1.7840 -1.3829 0.20
H -0.0681 -0.9720 -1.3793 0.21
H -0.6386 0.5468 -2.1119 0.22
H -1.1727 1.2745 0.4177 0.22
H -2.3813 0.5096 -0.6182 0.20
H -2.3431 -0.3665 1.5239 0.18
H -0.6892 -0.7727 1.5756 0.17
H -2.2490 -2.1455 -0.4283 0.35
H -0.8236 -2.4575 0.3668 0.35
```

Computed properties:
SMILES string	N/C=C/CCCN
E_LUMO	1.1	eV
spin multiplicity	1
largest force on an atom	2.95	eV/A
HOMO level	-0.29903	hartree
energy relative to the best compared isomer or geometry (same formula, charge and spin)	40.6	kcal/mol
frontier orbital gap	9.19	eV



Below is a cluster of 2 separate species, C5H12N2 in total, with properties calculated with wB97M-V/def2-TZVPD.

Structure (XYZ):
```
19
Properties=species:S:1:pos:R:3:nbo_charge:R:1
H -1.5663 0.2550 1.2160 0.33
N -0.6119 0.4803 0.9425 -0.72
C 0.2802 -0.1716 1.5441 0.45
C 1.7243 0.0555 1.2043 -0.67
N 0.0633 -1.1336 2.4953 -0.84
H 2.1006 -0.7906 0.6282 0.22
H 2.3233 0.1510 2.1113 0.21
H 1.8208 0.9560 0.6107 0.24
H 0.8212 -1.5582 2.9938 0.39
H -0.8704 -1.3186 2.8138 0.39
C -1.4942 -0.7619 -1.7965 -0.43
C -0.3562 -0.0941 -1.7704 -0.13
C -0.2363 1.3843 -1.9092 -0.65
H -2.4396 -0.2606 -1.9048 0.18
H -1.5324 -1.8347 -1.6984 0.19
H 0.5790 -0.6276 -1.6621 0.18
H 0.4110 1.6324 -2.7530 0.21
H -1.2122 1.8365 -2.0647 0.21
H 0.1961 1.8007 -1.0008 0.23
```

Computed properties:
SMILES string	[H]/N=C(/C)N.C=CC
E_LUMO	0.9	eV
spin multiplicity	1
largest force on an atom	0.98	eV/A
HOMO level	-0.31649	hartree
energy relative to the best compared isomer or geometry (same formula, charge and spin)	25.7	kcal/mol
frontier orbital gap	9.54	eV



Below is an isolated molecule of C5H12N2 in a non-equilibrium geometry, with properties calculated with wB97M-V/def2-TZVPD.

Structure (XYZ):
```
19
Properties=species:S:1:pos:R:3:nbo_charge:R:1
N -0.5157 -0.5229 -2.7894 -0.83
C 0.3047 -0.6758 -1.6861 0.01
C -0.1092 -1.0239 -0.4395 -0.32
C 0.9368 -0.9351 0.6754 -0.42
C 0.7070 0.0228 1.9064 -0.42
C -0.5285 0.8921 1.7275 -0.23
N -0.7095 1.8295 0.5881 -0.82
H -1.3760 -1.0371 -2.7481 0.38
H -0.4665 0.2464 -3.4310 0.39
H 1.1624 -0.0005 -1.7529 0.18
H -1.1848 -1.0193 -0.3031 0.21
H 1.8757 -0.6328 0.2064 0.20
H 1.0551 -1.9506 1.0897 0.21
H 0.7090 -0.5962 2.7852 0.21
H 1.5491 0.7196 1.9883 0.19
H -0.7651 1.5353 2.5951 0.19
H -1.4091 0.2465 1.6354 0.18
H -0.0070 2.5662 0.6603 0.34
H -0.3673 1.3238 -0.2285 0.35
```

Computed properties:
SMILES string	N/C=C/CCCN
E_LUMO	1.1	eV
spin multiplicity	1
largest force on an atom	2.75	eV/A
HOMO level	-0.28899	hartree
energy relative to the best compared isomer or geometry (same formula, charge and spin)	43.0	kcal/mol
frontier orbital gap	8.97	eV



Below is an isolated molecule of C5H12N2 in a non-equilibrium geometry, with properties calculated with wB97M-V/def2-TZVPD.

Structure (XYZ):
```
19
Properties=species:S:1:pos:R:3:nbo_charge:R:1
H -0.0443 0.3758 3.5063 0.35
N 0.3621 0.8742 2.7097 -0.65
C 0.1113 0.3082 1.6031 0.40
C -0.8810 -1.1824 1.3424 -0.77
C 0.6805 0.8323 0.2670 -0.52
C 0.2452 -0.0150 -0.9145 -0.07
C -0.7832 0.6391 -1.8219 -0.61
N 1.3108 -0.6102 -1.6840 -0.84
H -0.1892 -1.9748 1.6277 0.23
H -1.6134 -1.4754 0.5846 0.24
H -1.5681 -1.0840 2.1857 0.21
H 1.7688 0.8211 0.3871 0.23
H 0.3170 1.8591 0.1719 0.23
H -0.3219 -0.8963 -0.2945 0.22
H -1.5141 1.2091 -1.2416 0.21
H -1.3263 -0.1191 -2.3951 0.22
H -0.3187 1.3264 -2.5409 0.20
H 2.0877 -0.9147 -1.1057 0.36
H 1.6766 0.0266 -2.3873 0.35
```

Computed properties:
SMILES string	[H]/N=C(\C)C[C@@H](C)N
E_LUMO	0.9	eV
spin multiplicity	1
largest force on an atom	3.98	eV/A
HOMO level	-0.32521	hartree
energy relative to the best compared isomer or geometry (same formula, charge and spin)	59.9	kcal/mol
frontier orbital gap	9.74	eV



Below is the ion C5H12N2 with charge +2 in a non-equilibrium geometry, with properties calculated with wB97M-V/def2-TZVPD.

Structure (XYZ):
```
19
Properties=species:S:1:pos:R:3:nbo_charge:R:1
C 2.8241 -0.2583 -2.0922 0.15
N 1.5861 -0.5300 -1.9711 -0.41
C 0.7819 -0.2972 -0.7463 -0.07
C -0.5331 -0.0453 -0.9125 -0.12
C -1.5818 -0.3694 0.1278 -0.48
C -1.0978 -0.3354 1.6038 -0.22
N -1.0250 1.1395 2.1406 -0.69
H 3.3728 -0.3818 -3.0176 0.26
H 3.4268 -0.0820 -1.2023 0.23
H 1.0573 -0.9341 -2.7430 0.45
H 1.4833 0.1592 -0.0505 0.23
H -0.8214 0.1108 -1.9465 0.25
H -2.3594 0.3955 -0.0684 0.25
H -1.9768 -1.4054 0.0856 0.30
H -0.1773 -0.7915 1.9315 0.25
H -1.8683 -0.7824 2.2361 0.26
H -0.2245 1.6155 1.7232 0.44
H -0.9570 1.3292 3.1507 0.47
H -1.9101 1.4632 1.7511 0.45
```

Computed properties:
SMILES string	C=[NH+]/C=C/CC[NH3+]
E_LUMO	-8.8	eV
spin multiplicity	1
largest force on an atom	2.49	eV/A
total charge	+2
HOMO level	-0.66919	hartree
energy relative to the best compared isomer or geometry (same formula, charge and spin)	32.7	kcal/mol
frontier orbital gap	9.45	eV



Below is a cluster of 2 separate species, C5H12N2O in total in a non-equilibrium geometry, with properties calculated with wB97M-V/def2-TZVPD.

Structure (XYZ):
```
20
Properties=species:S:1:pos:R:3:nbo_charge:R:1
C 1.0989 -0.6908 1.6964 -0.06
O 2.4354 -0.7570 1.9080 -0.95
C 0.7603 0.4920 0.7483 0.02
C -0.7242 0.7543 0.5003 -0.44
C -1.4229 -0.3117 -0.3257 -0.28
C -1.4940 -0.1672 -1.6435 -0.01
N -2.1814 -1.0039 -2.5448 -0.83
N 1.4851 1.6592 1.1465 -0.88
H 0.7572 -1.6043 1.1579 0.10
H 0.5250 -0.5481 2.6413 0.10
H 1.9667 -0.1189 -1.0406 -0.09
H 1.2381 0.0948 -0.2918 0.07
H -0.8170 1.7177 -0.0086 0.19
H -1.2604 0.8201 1.4498 0.20
H -1.4627 -1.2805 0.1652 0.20
H -0.9360 0.6122 -2.1559 0.18
H -1.7084 -1.1507 -3.4240 0.36
H -2.4337 -1.8904 -2.1257 0.36
H 1.9724 2.0931 0.3745 0.34
H 2.2017 1.2803 1.7725 0.40
```

Computed properties:
E_LUMO (spin up / spin down)	3.7 / 3.5	eV
spin multiplicity	2
largest force on an atom	1.57	eV/A
total charge	-1
HOMO level (spin up / spin down)	-0.09496 / -0.09771	hartree
energy relative to the best compared isomer or geometry (same formula, charge and spin)	72.1	kcal/mol
frontier orbital gap (spin up / spin down)	6.24 / 6.17	eV



Below is a cluster of 2 separate species, C5H12N2O in total in a non-equilibrium geometry, with properties calculated with wB97M-V/def2-TZVPD.

Structure (XYZ):
```
20
Properties=species:S:1:pos:R:3:nbo_charge:R:1
H -2.6270 1.2029 1.9226 0.36
N -1.6537 1.0335 1.6941 -0.74
C -1.2973 -0.1772 1.8264 0.42
O -0.0798 -0.4860 2.5021 -0.51
C 0.8327 0.5881 2.7033 -0.26
H -1.9892 -0.9544 2.1812 0.16
H 1.5745 0.2601 3.4308 0.19
H 0.3305 1.4633 3.1194 0.19
H 1.3003 0.7883 1.7366 0.18
C -0.0692 -0.8736 -2.9359 -0.69
C 0.0710 -0.5122 -1.4640 0.31
C 0.7303 0.8335 -1.3104 -0.67
N 0.3557 -1.4521 -0.6081 -0.61
H 0.8875 -0.7927 -3.4544 0.23
H -0.3682 -1.9057 -3.1160 0.21
H -0.7132 -0.1719 -3.4653 0.22
H 0.7677 1.0956 -0.2584 0.23
H 1.7315 0.8520 -1.7408 0.23
H 0.1605 1.5878 -1.8527 0.21
H 0.0554 -2.3792 -0.9104 0.33
```

Computed properties:
SMILES string	[H]/N=C/OC.CC(C)=N
E_LUMO	0.8	eV
spin multiplicity	1
largest force on an atom	4.97	eV/A
HOMO level	-0.35244	hartree
energy relative to the best compared isomer or geometry (same formula, charge and spin)	84.0	kcal/mol
frontier orbital gap	10.43	eV



Below is a structure of composition C5H12N2O in a non-equilibrium geometry, with properties calculated with wB97M-V/def2-TZVPD.

Structure (XYZ):
```
20
Properties=species:S:1:pos:R:3:nbo_charge:R:1
C -0.4557 0.7273 2.3759 0.02
C 1.5672 -0.8101 0.9085 0.77
N 0.5481 -1.5605 0.7812 -0.83
O 0.7278 0.8586 1.9071 -0.73
N 2.7199 -0.4839 0.7255 -0.67
H 0.2960 -1.7726 -0.1837 0.44
H -0.4548 -1.1559 1.4340 0.33
H 3.0934 0.3603 1.1433 0.42
H -1.2501 1.3881 1.9915 0.15
H -1.0525 -0.4693 1.9089 -0.05
H -0.5785 0.4461 3.4343 0.15
C -0.5626 1.2759 -1.2805 -0.67
C -0.1267 0.0742 -2.0571 -0.16
C -0.8954 -0.9668 -2.3668 -0.44
H 0.9015 0.0890 -2.4121 0.20
H -1.6118 1.2031 -0.9887 0.21
H 0.0459 1.3988 -0.3791 0.25
H -0.4351 2.1843 -1.8759 0.22
H -1.9418 -1.0060 -2.0826 0.19
H -0.5348 -1.7806 -2.9837 0.20
```

Computed properties:
E_LUMO	0.9	eV
spin multiplicity	1
largest force on an atom	1.40	eV/A
HOMO level	-0.34165	hartree
energy relative to the best compared isomer or geometry (same formula, charge and spin)	127.2	kcal/mol
frontier orbital gap	10.17	eV



Below is an isolated molecule of C5H12N2O in a non-equilibrium geometry, with properties calculated with wB97M-V/def2-TZVPD.

Structure (XYZ):
```
20
Properties=species:S:1:pos:R:3:nbo_charge:R:1
C -1.8299 -1.7991 2.1284 -0.43
N -0.6897 -1.2983 1.3486 -0.63
C -0.8512 -0.9845 0.0296 0.69
O -1.9084 -1.0415 -0.5614 -0.63
C 0.4501 -0.5616 -0.6716 -0.51
C 1.0635 0.6911 -0.0181 -0.42
C 1.5789 1.6664 -1.1802 -0.20
N 0.5722 2.2046 -2.0255 -0.85
H -2.2702 -0.9667 2.6959 0.19
H -1.5276 -2.5991 2.7887 0.20
H -2.6148 -1.9782 1.3971 0.24
H 0.1913 -1.4072 1.7915 0.39
H 1.1455 -1.3954 -0.7700 0.22
H 0.0580 -0.3650 -1.6707 0.22
H 0.2403 1.2557 0.4243 0.20
H 1.8917 0.5189 0.6606 0.20
H 2.2639 0.9787 -1.6936 0.17
H 2.2170 2.3949 -0.6817 0.20
H 0.2010 3.0636 -1.6585 0.36
H -0.1815 1.6229 -2.3333 0.37
```

Computed properties:
SMILES string	CNC(=O)CCCN
E_LUMO	0.9	eV
spin multiplicity	1
largest force on an atom	3.16	eV/A
HOMO level	-0.32864	hartree
energy relative to the best compared isomer or geometry (same formula, charge and spin)	28.3	kcal/mol
frontier orbital gap	9.81	eV